(1)
{"formula": "C14H43AgB2NO6Pd2S4", "method": "ωB97M-V/def2-TZVPD", "symbols": ["Ag", "Pd", "Pd", "O", "C", "C", "O", "H", "H", "H", "H", "B", "H", "H", "H", "H", "B", "H", "H", "H", "H", "C", "C", "C", "C", "N", "H", "H", "H", "H", "H", "H", "H", "C", "S", "O", "C", "H", "H", "H", "H", "H", "H", "C", "S", "O", "C", "H", "H", "H", "H", "H", "H", "C", "S", "O", "C", "H", "H", "H", "H", "H", "H", "C", "S", "O", "C", "H", "H", "H", "H", "H", "H"], "coordinates": [[17.86867, 3.99777, 1.18268], [19.66856, 2.25044, -4.43032], [17.12802, 3.48278, -2.25341], [18.24392, 1.41994, -2.95315], [17.59799, 0.51761, -2.09912], [17.25219, 0.97108, -0.67217], [16.95806, 2.32741, -0.44935], [18.25953, -0.35104, -2.00608], [16.63328, 0.27088, -2.56332], [18.17112, 0.82925, -0.08136], [16.50493, 0.27620, -0.27551], [18.51669, 2.54554, -6.45937], [17.95302, 2.13912, -5.53527], [17.95531, 2.26213, -7.42416], [18.64014, 3.69684, -6.38789], [19.49800, 1.95503, -6.46144], [15.56013, 3.83055, -3.73992], [14.74907, 3.81315, -4.55342], [15.01562, 4.03957, -2.72302], [16.01552, 2.76015, -3.61888], [16.44682, 4.53672, -4.04715], [19.28430, -3.38027, -0.97398], [18.53487, -4.35906, -1.88072], [18.02640, -5.56046, -1.05564], [17.53291, -5.17866, 0.27290], [17.13807, -4.89670, 1.31304], [18.66320, -2.90967, -0.21158], [19.81258, -2.56530, -1.47326], [20.06363, -3.94611, -0.45238], [19.21291, -4.67243, -2.66977], [17.66702, -3.80951, -2.24910], [18.84525, -6.25059, -0.83319], [17.23342, -6.14808, -1.51699], [21.91216, 1.55597, 2.87383], [20.12820, 1.98082, 3.12029], [19.86267, 3.11864, 2.15310], [19.44387, 0.43609, 2.45540], [22.44416, 2.32720, 3.42434], [22.05300, 1.56080, 1.79589], [22.20093, 0.59664, 3.29998], [18.36112, 0.51966, 2.44855], [19.94354, -0.38495, 2.96471], [19.75076, 0.31851, 1.41049], [14.43543, 3.19659, 1.68592], [15.45226, 2.98319, 3.19087], [16.53561, 4.05540, 3.08859], [14.33372, 3.75602, 4.37984], [13.38012, 3.39391, 1.87765], [14.48551, 2.29352, 1.07700], [14.75731, 4.01257, 1.03740], [14.69245, 3.46846, 5.36526], [13.29641, 3.53256, 4.14107], [14.41717, 4.84181, 4.31664], [15.35592, 0.24548, -5.65105], [14.17406, 1.13244, -6.70474], [14.88210, 2.44323, -7.00140], [14.46491, 0.14597, -8.18426], [15.16298, 0.48512, -4.60570], [16.31925, 0.67295, -5.92638], [15.18374, -0.81973, -5.79203], [15.44456, 0.30016, -8.64097], [13.72628, 0.25076, -8.97519], [14.49024, -0.90204, -7.86996], [21.81905, -1.43748, -6.36268], [20.88163, -1.03810, -4.82941], [20.73819, 0.46384, -4.72987], [19.29056, -1.57340, -5.40331], [21.29534, -0.97771, -7.19881], [21.89971, -2.51511, -6.46806], [22.77245, -0.93113, -6.22489], [19.20105, -2.66687, -5.42796], [18.88378, -1.22980, -6.35178], [18.60542, -1.37554, -4.57226]], "s_squared": 6.0151, "e_tot_ev": -84623.2159, "multiplicity": 5, "de_lowest_ev": 0.000, "orbital_gap_ev": [7.0, 5.1], "total_charge": 1}



(2)
{"formula": "C27H64B2IN2O7", "method": "ωB97M-V/def2-TZVPD", "symbols": ["C", "C", "C", "C", "C", "C", "C", "C", "B", "C", "O", "C", "C", "C", "C", "I", "B", "O", "O", "C", "C", "H", "H", "H", "H", "H", "H", "H", "H", "H", "H", "H", "H", "H", "H", "H", "H", "H", "H", "H", "H", "H", "H", "H", "H", "H", "H", "H", "H", "H", "H", "H", "H", "H", "H", "C", "O", "C", "C", "N", "C", "C", "O", "C", "H", "H", "H", "H", "H", "H", "H", "H", "H", "H", "H", "H", "H", "H", "H", "C", "O", "C", "C", "N", "C", "C", "O", "C", "H", "H", "H", "H", "H", "H", "H", "H", "H", "H", "H", "H", "H", "H", "H"], "coordinates": [[7.27164, 0.18525, 2.66608], [7.46359, -0.73020, 1.44984], [6.19398, -1.47256, 1.02671], [5.31948, -0.71274, 0.00852], [3.91408, -0.35463, 0.49332], [2.91813, -0.19339, -0.64481], [1.58033, 0.41680, -0.20180], [0.36687, -0.03036, -1.01907], [-1.09957, 0.39295, -0.37806], [-2.25786, 0.23840, -1.54649], [-2.62154, -1.13555, -1.86912], [-2.01530, -1.66274, -3.01138], [-1.57602, -0.56003, 0.89060], [-1.30085, -2.05758, 0.72310], [-2.44979, -2.93876, 1.20755], [0.49426, -2.62841, 1.83226], [-1.01598, 2.05368, 0.03391], [-1.36473, 3.07279, -0.89733], [-0.58216, 2.59607, 1.26383], [-1.49089, 2.60153, 2.34328], [-2.94112, 2.82447, 1.95083], [6.99514, 1.20008, 2.38946], [8.18845, 0.24717, 3.25175], [6.49374, -0.19781, 3.32404], [8.23191, -1.45925, 1.71506], [7.86520, -0.15511, 0.61489], [6.45104, -2.45301, 0.62680], [5.60867, -1.66543, 1.92739], [5.24209, -1.30848, -0.90324], [5.83662, 0.20980, -0.26578], [3.54846, -1.09746, 1.20283], [3.98792, 0.60058, 1.02035], [2.76369, -1.14963, -1.15077], [3.36728, 0.46624, -1.39505], [1.68490, 1.50058, -0.30792], [1.43730, 0.19558, 0.85646], [0.45384, 0.45388, -2.00348], [0.46571, -1.10553, -1.21520], [-3.19302, 0.72113, -1.24190], [-1.94367, 0.75403, -2.46406], [-1.12222, -2.24746, -2.76348], [-1.74062, -0.88157, -3.72409], [-2.72014, -2.33580, -3.50818], [-2.66941, -0.48706, 0.95376], [-1.18969, -0.23656, 1.85836], [-1.11479, -2.30286, -0.31559], [-2.97042, -2.50159, 2.05629], [-2.08411, -3.92243, 1.50320], [-3.12409, -3.10928, 0.36836], [-0.79254, 2.97063, -1.65637], [-1.42087, 1.67590, 2.92283], [-1.18993, 3.40806, 3.01530], [-3.04548, 3.65957, 1.26171], [-3.39376, 1.92793, 1.52935], [-3.50854, 3.06975, 2.85203], [7.81857, 5.19533, -2.12273], [7.04230, 6.13397, -1.41285], [5.77277, 6.43299, -1.97774], [4.62299, 5.74139, -1.27686], [4.59667, 4.31106, -1.53000], [3.73628, 3.50791, -0.65739], [3.83506, 3.64810, 0.85523], [4.98693, 3.07382, 1.44993], [6.19427, 3.76947, 1.24870], [8.84686, 5.29914, -1.77852], [7.50669, 4.16146, -1.93698], [7.78623, 5.38375, -3.20049], [5.76961, 6.20979, -3.05051], [5.63301, 7.51035, -1.85653], [3.69164, 6.18026, -1.65185], [4.69553, 5.98961, -0.21020], [5.53404, 3.93790, -1.50898], [3.92323, 2.46124, -0.89955], [2.69568, 3.70879, -0.93367], [2.99347, 3.09208, 1.27260], [3.71705, 4.68773, 1.18808], [6.06423, 4.85296, 1.32993], [6.64743, 3.52162, 0.28287], [6.88411, 3.44723, 2.02912], [-5.95780, -2.90683, -1.58550], [-5.70641, -4.04462, -0.78490], [-5.81300, -3.84001, 0.61526], [-7.08331, -4.42126, 1.19950], [-8.27023, -3.67382, 0.80968], [-9.55384, -4.33084, 1.02695], [-9.79050, -5.75065, 0.52040], [-9.96065, -5.88597, -0.87638], [-8.77860, -5.75506, -1.64292], [-5.54601, -3.11032, -2.57243], [-7.03050, -2.70259, -1.70303], [-5.46489, -2.01807, -1.18294], [-5.70163, -2.77951, 0.86125], [-4.97209, -4.37497, 1.06142], [-6.99574, -4.39840, 2.29143], [-7.12421, -5.47444, 0.89343], [-8.19614, -3.38705, -0.15543], [-10.32123, -3.69469, 0.57874], [-9.74657, -4.33890, 2.10652], [-10.73949, -6.07824, 0.95178], [-9.02601, -6.45169, 0.87930], [-7.93230, -6.26364, -1.17382], [-8.51897, -4.70781, -1.81636], [-8.96974, -6.21814, -2.61055]], "e_tot_ev": -55802.9446, "de_lowest_ev": 0.366, "orbital_gap_ev": 6.8, "total_charge": -1}